Entry 1:
A gas-phase ion, C3H9NO2P (charge -1), computed with the ωB97M-V functional and the def2-TZVPD basis.

CARTESIAN COORDINATES (ANGSTROEM)
C1 1.6617 -0.2078 0.2039
C2 -0.1308 0.5132 1.5643
H1 -0.6314 -0.5255 1.7565
H2 -0.3888 -1.5244 -0.3980
O1 0.3561 0.9877 -2.3079
H3 -1.3087 -1.4445 -2.0503
O2 -1.5313 1.7915 -0.8539
H4 1.3487 -1.2877 0.0957
H5 -2.2803 -0.8881 -0.6276
N1 0.5065 0.6312 0.2690
H6 0.5088 0.7119 2.4145
C3 -1.1737 -0.9462 -1.0991
H7 2.4066 0.2026 -0.5134
H8 2.0685 -0.1584 1.2308
P1 -0.5006 0.8005 -1.0951
H9 -0.9113 1.3439 1.4105

Cartesian forces, eV/Å:
0.33 -0.14 0.56
-2.78 0.56 -1.31
0.60 1.45 -0.32
-2.29 0.73 -1.63
0.50 -0.50 0.26
0.38 0.04 -0.26
-2.14 1.46 1.26
0.80 0.60 -0.48
2.60 -0.38 -0.62
0.62 0.20 1.07
0.42 0.24 0.04
-1.06 -0.12 2.60
-0.58 -0.87 0.22
0.48 -0.10 -0.47
1.60 -1.75 -2.14
0.53 -1.44 1.22

- net charge = -1
- structure (SMILES) = CN(C)[P@@](C)(=O)[O-]

=====

Entry 2:
A molecular structure, C36H57IrN2O4, computed with the ωB97M-V functional and the def2-TZVPD basis.

CARTESIAN COORDINATES (ANGSTROEM)
H1 1.5129 4.2481 0.7028
H2 3.5840 -1.6861 4.2697
C1 3.5631 -0.0391 -0.5061
H3 1.1764 5.6222 -1.6272
H4 5.7505 1.5654 -0.8422
H5 1.8531 -3.8333 1.6801
H6 2.4383 -4.2540 3.2980
H7 -2.5189 1.5848 -2.7531
C2 -4.2585 0.6653 -1.8143
H8 -1.4881 4.3441 -2.1330
N1 0.0579 4.0504 -0.7538
H9 5.6091 1.7993 -2.5915
H10 2.0666 -0.5338 3.0562
H11 -0.3830 0.5131 2.6468
C3 -3.4315 -4.0730 0.5216
C4 4.3294 0.2316 -1.8069
H12 4.3312 2.3863 -1.5120
C5 2.2693 -3.4266 2.6041
H13 -2.8655 -0.0437 -3.3332
H14 -1.3207 -1.5844 -2.9285
H15 2.9254 -0.6980 -3.1761
C6 -0.1799 0.0864 -2.3642
H16 5.1640 -1.7418 3.4855
C7 5.3931 -0.8361 -2.0762
C8 -0.3884 -1.1047 -3.2297
H17 -4.6133 -1.7094 -0.5091
H18 -1.5214 1.8462 2.6992
H19 -6.1169 -0.4518 -1.5037
H20 -2.0260 4.2732 -0.4654
C9 -4.9076 1.9999 -1.4141
O1 0.0225 -0.0678 -1.1022
H21 -5.8864 0.1806 -3.1326
C10 0.4401 4.4193 0.6330
C11 -3.8420 -1.1169 -0.0360
C12 -2.4780 0.8522 0.0104
C13 1.4099 1.8348 1.9360
H22 -1.1733 5.7356 -1.0616
H23 4.1028 -3.9484 0.6248
C14 -1.9107 0.3803 1.2019
H24 1.5203 -2.7657 3.0422
C15 -0.3013 3.5360 1.6134
H25 6.1285 -0.8943 -1.2710
C16 -3.5066 0.1074 -0.6035
H26 -5.4290 -3.9658 2.4114
H27 -2.9739 -2.7633 3.6814
O2 2.1337 1.9150 -0.7054
H28 -1.7642 -1.2075 2.6107
H29 4.5545 -1.8797 -0.1227
H30 -1.3749 3.6086 1.4423
C17 -3.2269 -1.6424 1.0992
H31 -0.0910 3.8077 2.6523
C18 5.0480 1.5834 -1.6785
C19 4.5201 -3.6399 1.5851
C20 -0.9482 1.2041 2.0235
H32 0.7747 4.2654 -2.7088
C21 -5.3734 -0.2747 -2.2831
O3 -0.2597 1.2746 -2.8035
H33 -5.6072 1.8540 -0.5882
C22 -2.8215 -3.4422 2.8399
H34 -3.9910 -3.8291 -0.3822
C23 -3.3190 0.8957 -3.0043
H35 -5.4598 2.4183 -2.2599
H36 2.6310 1.0257 -2.9042
H37 -4.9781 -1.2384 -2.6122
H38 1.2731 1.6722 3.0084
H39 2.0288 4.0495 -1.4752
N2 0.0591 2.1084 1.3532
C24 3.4016 0.2743 -3.0211
H40 3.9789 0.5098 -3.9197
C25 4.2440 -2.3034 3.6582
C26 1.0821 4.5339 -1.7000
H41 4.4893 -3.2010 4.2310
H42 2.0015 2.7399 1.8094
H43 -3.7657 -5.0540 0.8686
O4 -2.0182 2.0015 -0.5220
H44 4.6707 -4.5385 2.1869
H45 -1.7535 -3.4792 2.6139
H46 5.4991 -3.1901 1.4076
Ir1 0.0431 1.9329 -0.6874
H47 -3.8871 1.3075 -3.8427
H48 -5.7602 -2.7590 1.1645
C27 -2.2647 -0.8592 1.7151
C28 -1.2425 4.6450 -1.1165
H49 -0.4376 -0.8202 -4.2773
C29 3.5842 -2.6836 2.3243
H50 -4.1492 2.7177 -1.1036
H51 5.9253 -0.5811 -2.9949
H52 4.9507 -1.8251 -2.2144
H53 0.2463 5.4795 0.8275
C30 -3.6397 -3.0200 1.6191
C31 3.2906 -1.4181 1.5187
C32 3.8502 -1.1635 0.2718
C33 2.1547 0.6968 1.3208
H54 0.4244 -1.8095 -3.0590
C34 2.4665 -0.4323 2.0514
H55 -3.1302 -4.4398 3.1584
H56 -5.2998 -2.2388 2.7869
C35 -5.1222 -2.9933 2.0181
H57 -2.3754 -4.1458 0.2543
C36 2.6075 0.8633 -0.0055

Cartesian forces, eV/Å:
0.02 0.08 0.04
0.00 0.00 0.00
0.05 0.00 0.02
-0.01 -0.01 0.01
0.00 0.00 0.00
-0.01 0.03 0.00
0.01 -0.02 -0.02
-0.11 -0.01 -0.02
-0.08 -0.01 -0.02
-0.02 -0.02 0.01
0.10 -0.17 0.62
0.00 0.00 0.00
0.01 0.02 0.01
-0.02 -0.02 -0.01
0.01 0.00 0.00
0.01 0.00 0.07
-0.01 0.01 0.00
0.00 -0.01 0.00
-0.12 0.06 0.00
0.05 -0.04 0.01
-0.02 0.01 0.02
-0.12 0.42 0.68
0.00 0.00 0.00
0.02 0.02 -0.03
0.14 -0.11 0.01
-0.02 0.02 0.00
0.02 -0.02 0.04
0.00 -0.01 0.01
0.01 0.00 0.02
0.01 0.02 -0.02
-0.05 -0.55 -0.69
0.01 0.00 0.00
0.06 0.10 -0.04
0.01 0.04 -0.08
0.14 0.16 0.19
0.12 0.07 0.11
0.02 -0.01 -0.01
0.00 0.01 0.00
0.09 0.14 -0.29
0.01 0.00 0.03
-0.15 -0.09 -0.21
-0.01 0.00 -0.01
-0.04 -0.03 0.05
0.00 0.00 -0.01
0.00 0.00 0.00
-0.07 -0.36 -0.01
0.00 0.00 0.00
-0.03 -0.01 0.01
0.00 0.07 0.06
0.01 -0.05 0.07
0.06 -0.04 -0.03
0.00 0.02 0.04
0.01 0.00 0.02
-0.07 -0.05 0.10
0.01 -0.03 -0.01
0.01 0.04 0.02
0.79 -0.08 0.99
-0.01 -0.01 0.00
0.00 0.00 0.00
-0.01 0.00 0.01
-0.03 0.05 0.02
0.00 0.00 0.00
-0.17 0.14 0.05
-0.01 0.00 0.00
0.07 0.04 0.01
0.01 -0.01 0.00
-0.02 0.11 -0.14
-0.07 -0.14 -0.09
0.00 -0.02 0.01
-0.01 0.00 -0.01
0.03 -0.04 -0.02
-0.01 0.00 0.00
0.02 0.00 -0.02
0.00 0.00 0.01
0.26 -0.31 0.02
0.00 0.00 0.00
-0.01 0.00 0.00
0.00 0.00 0.00
-0.53 0.54 -1.16
-0.01 -0.03 -0.03
0.00 0.00 0.00
-0.04 -0.09 -0.03
-0.04 -0.04 -0.08
0.00 0.02 0.02
-0.02 0.01 0.01
-0.02 -0.01 -0.01
0.00 0.00 0.00
0.01 0.01 -0.01
-0.05 -0.01 -0.02
0.00 0.01 -0.01
0.02 -0.01 0.05
-0.01 0.01 -0.02
-0.11 -0.06 -0.26
-0.01 -0.04 -0.03
0.03 -0.08 -0.03
0.00 0.00 0.00
0.00 0.00 0.00
0.01 0.00 -0.01
0.00 0.01 -0.01
-0.13 0.31 0.05

- net charge = 0

=====

Entry 3:
2 unconnected molecules or ions with the total composition C21H30F18N2O2PS2, computed with the ωB97M-V functional and the def2-TZVPD basis.

CARTESIAN COORDINATES (ANGSTROEM)
C1 -1.4205 3.1757 -2.4792
C2 1.2258 0.5507 -1.2675
C3 1.7163 -4.8309 1.5921
F1 2.2574 2.6560 1.3357
F2 2.5534 2.9560 -1.2305
N1 0.3388 -4.3982 1.3521
H1 -2.0609 -4.8885 0.9891
H2 2.5382 1.5655 -5.0321
H3 -2.4645 -3.5744 2.0759
F3 2.7336 3.3849 -4.4227
C4 -1.2578 0.5681 -2.4773
H4 0.6389 -0.0608 -0.5934
C5 -0.6702 1.9207 -0.1331
C6 0.8738 1.9370 -3.7399
H5 -2.7843 -0.8995 5.5112
H6 2.2973 -4.5224 0.7271
C7 0.3725 3.5456 2.4612
H7 1.9021 0.9517 -0.5131
H8 -2.3882 -2.0680 -1.1462
C8 2.4207 -4.2856 2.8384
H9 2.1674 -0.3723 -3.1479
H10 -4.4901 -1.2899 5.8951
F4 1.3900 4.2909 -2.3669
C9 2.0776 -0.4491 -2.0692
F5 2.3361 4.7223 1.9600
H11 -1.3506 1.0994 0.0638
H12 4.0599 -1.2958 -2.1058
H13 -1.1748 2.8232 0.2074
F6 -3.2582 2.3301 -0.9822
H14 -2.6116 -5.2215 2.6661
H15 1.7229 -5.9174 1.5759
C10 -0.5735 -4.5661 2.4716
C11 -1.0468 -0.9527 -2.4648
C12 -3.7493 -1.1817 5.1093
H16 0.1092 1.7445 0.6032
C13 -1.3679 -1.7027 -1.1570
H17 -2.1931 0.6796 -1.9307
S1 -0.3528 -3.2053 -0.9047
F7 -0.8352 3.9854 2.1099
H18 -0.3120 -5.4735 3.0078
C14 1.2470 3.3781 -1.3574
H19 1.6919 -1.4593 -1.9235
F8 0.2830 2.2306 2.7555
H20 3.4015 -0.9585 -0.4786
C15 1.0873 4.2722 -0.0628
C16 0.2234 -3.1251 0.7507
S2 0.5786 -1.7377 1.5215
H21 1.7438 -3.9911 3.6313
F9 -1.0190 4.4864 -2.6020
C17 -2.7446 3.3777 -1.6263
F10 3.3540 1.6661 -3.2580
F11 -3.7227 3.8252 -2.4418
C18 3.5069 -0.5877 -1.4966
H22 -1.2198 -1.1064 -0.2625
C19 1.5186 3.7999 1.3799
H23 -0.4644 -3.7499 3.1892
H24 4.0036 0.3733 -1.4319
O1 -4.6065 -2.9687 3.9335
F12 0.5000 0.8246 -4.4616
F13 2.0852 5.2327 -0.2846
F14 0.3657 2.9746 -4.5018
H25 -1.6305 0.7504 -3.4812
P1 0.0339 1.9041 -1.9387
H26 -0.1968 -1.3684 -2.9924
H27 3.1002 -5.0372 3.2342
F15 -0.0146 5.0507 -0.0175
F16 -2.5783 4.3527 -0.7139
C20 -2.0374 -4.5655 2.0264
C21 2.3954 2.1070 -4.0950
H28 3.0193 -3.4165 2.5906
F17 -1.9226 2.9213 -3.7323
H29 -1.8413 -1.3491 -3.1095
H30 -4.0840 -0.4741 4.3572
N2 -3.6115 -2.5062 4.4448
O2 -2.5215 -3.0291 4.4506
F18 0.7064 4.1719 3.6156

Cartesian forces, eV/Å:
-0.51 1.37 -0.77
0.72 -0.25 -0.06
0.10 0.37 0.02
-0.46 0.50 -0.21
-0.18 -0.46 0.45
0.37 -0.51 -0.46
-0.28 -0.28 -0.07
-0.24 -0.35 -0.03
-0.10 0.22 -0.03
-0.14 0.16 0.48
-0.43 -0.59 -0.69
-0.68 -0.06 -0.27
0.07 0.22 0.31
0.14 1.36 -0.76
0.04 -0.03 -0.02
0.03 -0.05 -0.23
0.02 -0.25 0.61
0.12 0.57 -0.24
-0.20 -0.01 -0.05
0.24 -0.09 -0.05
-0.32 0.51 -0.11
-0.08 0.01 -0.05
-0.52 0.19 0.11
0.84 -0.84 0.32
-0.60 -0.23 -0.53
-0.22 -0.13 -0.20
0.36 -0.07 0.06
-0.04 0.01 -0.28
-0.04 -0.32 -0.06
-0.29 -0.08 0.01
-0.14 -0.19 0.18
-0.50 0.50 0.31
-1.17 -0.92 -0.47
0.13 0.11 0.04
0.39 -0.02 -0.29
1.08 0.22 0.28
0.17 0.39 0.46
-0.42 -0.45 0.24
0.34 -0.08 0.22
0.08 -0.32 -0.20
0.71 0.46 -0.56
-0.45 -0.02 -0.09
-0.02 0.72 -0.08
0.22 -0.21 0.15
1.73 2.47 -0.44
-0.19 0.66 -0.09
-0.05 0.12 0.23
-0.20 -0.06 0.09
0.07 0.07 0.30
-0.18 0.74 -0.09
-0.20 0.00 0.40
0.01 -0.08 -0.01
-0.86 0.29 0.06
0.10 0.17 0.05
0.14 -0.90 0.98
0.25 0.06 0.16
0.25 0.08 -0.17
-0.25 -0.11 -0.06
0.23 -0.36 0.32
-0.20 -0.37 -0.03
-0.06 -0.12 0.10
0.42 0.27 -0.23
-0.79 -2.42 2.42
0.69 0.43 0.39
0.08 -0.12 0.08
-0.21 -0.99 0.05
0.09 -0.21 0.14
0.63 -0.27 -0.34
0.66 -0.11 -1.31
0.01 0.22 0.01
-0.13 -0.65 0.08
-0.10 0.24 -0.27
-0.08 -0.02 0.00
0.04 0.22 0.05
0.17 -0.05 0.29
-0.23 -0.28 -0.52

- net charge = -1

=====

no.,highest occupied orbital energy (eV)
1,-4.55
2,-7.25
3,-5.68